The following is a DFT calculation (ωB97M-V/def2-TZVPD) of C46H37N2O3P2S3SbSe4Ti as an isolated structure.

* frontier orbital gap: 0.2121 hartree
* relative energy (zero: lowest compared OMol25 entry of this formula, charge and spin): 13.3 kcal/mol
* E: -14683.15342 Ha
* LUMO level: -0.0301 Eh

Geometry as ORCA input:
```
! RIJCOSX wB97M-V def2-TZVPD def2/J DEFGRID3
* xyz 0 1
Ti -0.13717 -0.31978 -0.29237
O 0.73584 -0.53108 3.60936
S 0.66903 0.16333 2.31365
C 2.24794 0.98865 2.08716
C 2.72741 1.80530 3.10016
C 3.99452 2.35618 2.98250
C 4.78360 2.04851 1.88109
C 4.32401 1.16110 0.91880
C 3.04508 0.62324 1.00239
P 2.42652 -0.73084 -0.06600
C 3.23261 -2.25156 0.41783
C 2.67415 -2.96482 1.47545
C 3.27581 -4.13294 1.90885
C 4.42464 -4.59219 1.28023
C 4.97472 -3.88617 0.21975
C 4.38334 -2.71249 -0.21579
C 2.85421 -0.26806 -1.75931
C 2.72422 -1.24092 -2.75498
C 2.74296 -0.86759 -4.09160
C 2.87824 0.46760 -4.44177
C 3.02180 1.43444 -3.45475
C 3.00993 1.07148 -2.11784
C -0.63554 1.39980 2.45910
C -0.45186 2.70588 2.86654
C -1.55403 3.54214 3.00130
C -2.82518 3.06002 2.74147
C -3.00177 1.75019 2.31206
C -1.91446 0.90095 2.15266
P -2.02843 -0.74659 1.32279
C -1.88419 -1.95436 2.65759
C -1.45953 -3.24613 2.36911
C -1.41470 -4.19831 3.37836
C -1.78555 -3.85960 4.66899
C -2.21550 -2.56836 4.95659
C -2.27154 -1.61770 3.95441
C -3.69643 -0.88418 0.64892
C -4.50854 -1.96616 0.97148
C -5.75669 -2.09097 0.37811
C -6.20269 -1.13436 -0.51917
C -5.39549 -0.04853 -0.83917
C -4.14038 0.06862 -0.27026
H 2.13355 1.97719 3.98836
H 4.37646 3.00159 3.76208
H 5.77601 2.46945 1.79087
H 4.96644 0.87924 0.09300
H 1.75838 -2.62081 1.94671
H 2.83602 -4.69344 2.72233
H 4.88577 -5.51481 1.60674
H 5.86022 -4.25708 -0.27918
H 4.79880 -2.17315 -1.05822
H 2.57066 -2.28835 -2.50474
H 2.61989 -1.63052 -4.84903
H 2.86220 0.75800 -5.48411
H 3.12778 2.47781 -3.72317
H 3.11311 1.83553 -1.35727
H 0.53864 3.09575 3.04897
H -1.41063 4.57152 3.30079
H -3.68593 3.70516 2.85647
H -3.99610 1.39052 2.08022
H -1.18507 -3.53533 1.36049
H -1.09660 -5.20317 3.13352
H -1.74699 -4.60116 5.45635
H -2.50257 -2.30354 5.96561
H -2.59862 -0.61237 4.18848
H -4.16140 -2.72468 1.66120
H -6.37581 -2.94493 0.61693
H -7.17764 -1.23707 -0.97711
H -5.74135 0.70186 -1.53891
H -3.50545 0.90735 -0.53589
O -0.89602 4.54197 -2.87378
C 0.11857 4.77714 -2.00654
C 0.76142 6.01348 -1.98754
C 1.78668 6.26529 -1.09510
C 2.18291 5.28192 -0.19942
C 1.54857 4.05431 -0.22116
C 0.51836 3.76773 -1.11964
C -0.04794 2.39976 -1.11359
O 0.45322 1.58064 -0.22389
N -0.90856 2.00070 -1.98498
N -1.16966 0.62797 -1.83961
C -1.92531 0.19054 -2.82257
S -2.44209 1.28581 -4.07027
C -3.07548 -0.03860 -5.15097
C -3.59170 -1.17097 -4.29242
S -2.39556 -1.45666 -2.95458
H -1.02796 5.32847 -3.41538
H 0.44415 6.78010 -2.68629
H 2.27493 7.23103 -1.10479
H 2.98058 5.46844 0.50702
H 1.85138 3.27200 0.46338
H -2.26244 -0.37958 -5.79133
H -3.86268 0.38732 -5.77169
H -3.65218 -2.11129 -4.84044
H -4.56346 -0.94210 -3.85394
Se -1.81005 -5.89311 -0.43385
Sb -0.42965 -5.16199 -2.22116
Se 1.93084 -5.29123 -2.10050
Se -1.45266 -4.51993 -4.27887
Se -0.24893 -2.45348 -1.00127
*
```

Mulliken population analysis, charges in e, atoms 1 to 2: number 1, Ti, carries -0.55; number 2, O, carries -0.93